one:
A 6-piece molecular cluster, C4H19NO7 overall. Source: the OMol25 dataset; level of theory: ωB97M-V with the def2-TZVPD basis set.

Positions of all 31 atoms, in Å:
O: 1.755 0.619 1.261
C: 2.197 0.363 0.165
C: 1.180 0.139 -0.980
C: 1.198 -1.386 -1.155
C: 0.792 -1.846 -2.518
O: 0.234 -2.134 -0.362
N: -0.123 0.653 -0.702
H: 3.297 0.123 -0.047
H: 1.669 0.525 -1.936
H: 2.107 -1.973 -0.982
H: 1.527 -1.712 -3.273
H: -0.204 -1.496 -2.686
H: 0.564 -2.981 -2.674
H: -0.020 -1.808 0.603
H: -0.764 -0.064 -0.424
H: -0.329 1.409 -0.090
H: -0.353 -1.088 2.779
H: 0.259 -0.054 1.997
O: -0.506 -0.523 2.158
H: -0.823 2.487 1.834
H: 0.715 2.611 2.155
O: 0.060 2.513 1.468
H: -2.148 1.136 2.735
H: -1.306 1.503 3.751
O: -1.976 2.031 3.152
H: -1.599 2.437 -3.470
H: -0.587 1.865 -2.520
O: -0.712 2.361 -3.390
H: -3.226 -2.582 -0.131
H: -1.677 -2.749 -0.360
O: -2.410 -3.089 0.036

Values from the calculation:
- LUMO: 0.2 eV
- SMILES: C[C@H](O)[C@@H](N)C=O.O.O.O.O.O
- E_HOMO: -9.6 eV

***

two:
A 8-piece molecular cluster, C4H19NO7 overall. Source: the OMol25 dataset; level of theory: ωB97M-V with the def2-TZVPD basis set.

Positions of all 31 atoms, in Å:
C: 0.360 2.318 2.225
C: -0.817 1.938 1.524
N: -0.777 0.584 1.340
C: 0.317 0.012 1.911
C: 1.056 1.129 2.498
H: 0.629 3.279 2.579
H: -1.511 2.487 1.005
H: -1.662 0.134 1.146
H: 0.664 -1.082 2.168
H: 1.991 0.965 2.985
H: 3.476 -0.570 0.489
H: 3.234 -1.328 1.783
O: 3.132 -1.472 0.830
H: -2.144 -1.646 -2.882
H: -2.629 -0.387 -2.193
O: -2.689 -1.352 -2.202
H: 0.816 -1.130 -1.660
H: 1.308 0.219 -2.254
O: 0.504 -0.303 -2.143
H: -3.884 -1.280 0.716
H: -2.987 -1.362 -0.253
O: -2.926 -1.238 0.723
H: 1.309 -2.345 -0.112
H: -0.040 -3.046 -0.388
O: 0.272 -2.198 -0.309
H: 1.809 1.901 -0.703
H: 2.688 2.254 -1.959
O: 2.304 1.542 -1.353
H: -1.510 0.504 -1.086
H: -0.714 0.514 -2.421
O: -1.579 0.960 -2.002

Values from the calculation:
- LUMO: 0.3 eV
- SMILES: c1cc[nH]c1.O.O.O.O.O.O.O
- E_HOMO: -7.8 eV

***

Most stable: two. Least stable: one.